The following is a DFT calculation (wB97M-V/def2-TZVPD) of a 2-piece molecular cluster, CH5N4 overall at a distorted geometry.

Positions of all 10 atoms, in Å:
C 1.35784 0.06986 0.06175
N -2.92262 0.41702 -0.06930
N -2.30094 -0.60552 -0.11437
N 0.21506 0.15255 0.23381
N 2.67389 0.08366 -0.13939
H -2.35000 1.29938 0.00594
H -2.87576 -1.43874 -0.24420
H -0.71035 -0.43640 0.19701
H 3.13524 0.61373 -0.86186
H 3.25612 -0.50205 0.46918

## Properties
spin multiplicity = 3
E_LUMO (spin up / spin down) = -4.12 / -6.08 eV
E = -7066.6269 eV
HOMO-LUMO gap (spin up / spin down) = 7.380 / 10.755 eV
charge = +1
⟨S²⟩ = 2.01

Results of the Mulliken charge analysis, in e, for atoms 1 through 2:
1 C 0.41
2 N -0.26